Entry 1:
Molecular formula: C11H15NO2S3
Method: DFT, ωB97M-V/def2-TZVPD

Computed properties:
F_max: 4.11 eV/Å
Frontier orbital gap: 0.10540 hartree
Highest occupied orbital energy: -6.330 eV

Geometry as ORCA input:
```
! RIJCOSX wB97M-V def2-TZVPD def2/J DEFGRID3
* xyz 0 1
C -1.439 -4.718 -1.467
C -2.705 -4.183 -0.805
S -3.026 -2.486 -1.242
C -1.442 -1.763 -1.094
S 0.148 -2.479 -1.202
C -0.177 -4.185 -0.796
H -1.440 -5.818 -1.502
H -1.436 -4.385 -2.513
H -3.580 -4.781 -1.079
H -2.621 -4.237 0.283
H -1.446 -0.700 -0.964
H -0.263 -4.256 0.291
H 0.700 -4.778 -1.075
C 3.775 2.001 2.080
C 2.465 2.290 1.439
C 1.321 1.631 1.865
C 0.098 1.923 1.302
C 0.005 2.871 0.314
S -1.608 3.270 -0.376
N -1.629 2.128 -1.555
O -2.596 2.982 0.702
O -1.487 4.656 -0.911
C 1.129 3.521 -0.130
C 2.359 3.235 0.427
H 4.574 2.603 1.650
H 3.737 2.213 3.149
H 4.049 0.954 1.958
H 1.391 0.902 2.656
H -0.802 1.436 1.639
H -2.321 2.127 -2.235
H 1.029 4.268 -0.899
H 3.238 3.757 0.090
*
```


Entry 2:
Molecular formula: C30H29BrNORbSi
Method: DFT, ωB97M-V/def2-TZVPD

Computed properties:
F_max: 0.88 eV/Å
Energy relative to the best compared isomer or geometry (same formula, charge and spin): 0.571 eV
Frontier orbital gap: 0.20634 hartree
Highest occupied orbital energy: -1.466 eV

Geometry as ORCA input:
```
! RIJCOSX wB97M-V def2-TZVPD def2/J DEFGRID3
* xyz -2 1
Rb -0.294 -0.299 0.534
C -2.409 1.236 2.318
C -2.349 -0.051 2.866
C -3.148 -0.890 2.084
C -3.702 -0.124 1.057
C -3.246 1.188 1.200
H -1.946 2.132 2.731
H -1.834 -0.332 3.783
H -3.361 -1.937 2.284
H -4.410 -0.475 0.312
H -3.532 2.032 0.582
C -1.605 -0.184 -5.349
Si -0.258 -0.487 -3.993
C 1.246 -1.236 -4.941
C -0.990 -1.872 -2.909
N 0.124 0.769 -2.941
C 0.668 1.952 -3.204
C 0.890 2.476 -4.502
C 1.448 3.714 -4.718
C 1.850 4.505 -3.650
C 1.673 4.024 -2.361
C 1.076 2.802 -2.134
O 0.960 2.307 -0.832
C 0.753 3.216 0.148
C 1.472 3.079 1.336
C 1.341 4.019 2.340
C 0.486 5.098 2.187
C -0.268 5.212 1.028
C -0.137 4.285 0.014
H -1.849 -1.078 -5.920
H -1.312 0.588 -6.058
H -2.519 0.161 -4.874
H 1.022 -2.158 -5.472
H 2.038 -1.450 -4.231
H 1.654 -0.528 -5.659
H -1.403 -2.680 -3.508
H -1.792 -1.474 -2.288
H -0.226 -2.292 -2.256
H 0.596 1.856 -5.337
H 1.584 4.072 -5.734
H 2.306 5.473 -3.812
H 2.012 4.614 -1.517
H 2.160 2.251 1.433
H 1.936 3.918 3.236
H 0.401 5.840 2.968
H -0.958 6.040 0.910
H -0.713 4.374 -0.897
Br 3.574 -0.602 1.266
C 3.891 -2.384 0.604
C 5.182 -2.698 0.269
C 5.486 -3.995 -0.173
C 4.489 -4.926 -0.246
C 3.162 -4.606 0.109
C 2.153 -5.581 0.075
C 0.877 -5.250 0.453
C 0.566 -3.938 0.839
C 1.481 -2.886 0.896
C 2.812 -3.283 0.538
H 5.959 -1.953 0.342
H 6.507 -4.243 -0.446
H 4.695 -5.943 -0.569
H 2.410 -6.586 -0.248
H 0.097 -6.010 0.444
H -0.468 -3.743 1.129
*
```


Entry 3:
Molecular formula: C46H41KN7O2P2S
Method: DFT, ωB97M-V/def2-TZVPD

Computed properties:
F_max: 1.49 eV/Å
Energy relative to the best compared isomer or geometry (same formula, charge and spin): 0.884 eV
Frontier orbital gap: 0.23430 hartree
Highest occupied orbital energy: -4.269 eV

Geometry as ORCA input:
```
! RIJCOSX wB97M-V def2-TZVPD def2/J DEFGRID3
* xyz -1 1
K 0.112 0.097 0.088
O -1.816 -2.435 2.575
C -1.631 -1.264 2.200
N -0.588 -0.458 2.388
C 0.467 -0.933 3.216
C 0.222 -1.389 4.515
C 1.253 -1.715 5.382
C 2.571 -1.592 4.953
C 2.833 -1.164 3.662
C 1.805 -0.849 2.767
N 2.092 -0.566 1.414
C 3.014 0.321 1.095
O 3.579 1.201 1.789
C 3.496 0.211 -0.351
C 4.876 0.140 -0.555
C 5.366 0.070 -1.842
C 4.467 0.105 -2.901
C 3.121 0.186 -2.606
N 2.627 0.229 -1.366
C -2.777 -0.688 1.371
C -4.057 -0.668 1.930
C -5.124 -0.294 1.145
C -4.894 0.012 -0.195
C -3.598 -0.048 -0.661
N -2.546 -0.367 0.101
H -0.809 -1.468 4.837
H 1.029 -2.065 6.383
H 3.392 -1.831 5.620
H 3.855 -1.068 3.315
H 5.528 0.156 0.308
H 6.433 0.006 -2.024
H 4.798 0.076 -3.931
H 2.391 0.241 -3.406
H -4.183 -0.961 2.964
H -6.126 -0.257 1.555
H -5.701 0.290 -0.860
H -3.384 0.180 -1.701
C -0.177 0.070 -4.885
N -0.781 0.063 -3.557
P -0.971 1.482 -2.584
C 0.548 2.493 -2.852
C 1.341 2.770 -1.739
C 2.488 3.547 -1.852
C 2.855 4.055 -3.086
C 2.067 3.802 -4.207
C 0.917 3.038 -4.085
C -2.120 2.551 -3.539
C -2.905 2.105 -4.596
C -3.810 2.961 -5.220
C -3.951 4.267 -4.777
C -3.188 4.715 -3.702
C -2.282 3.865 -3.090
P -1.041 -1.366 -2.611
C -1.829 -2.462 -3.861
C -1.492 -3.805 -4.014
C -2.212 -4.625 -4.876
C -3.282 -4.117 -5.598
C -3.639 -2.783 -5.442
C -2.926 -1.971 -4.573
C 0.581 -2.193 -2.389
C 0.928 -2.523 -1.076
C 2.164 -3.094 -0.788
C 3.057 -3.344 -1.815
C 2.709 -3.055 -3.133
C 1.480 -2.489 -3.419
H -0.648 0.824 -5.519
H -0.325 -0.900 -5.360
H 0.893 0.287 -4.850
H 1.057 2.390 -0.767
H 3.096 3.732 -0.974
H 3.752 4.657 -3.180
H 2.343 4.212 -5.172
H 0.290 2.881 -4.956
H -2.815 1.081 -4.936
H -4.403 2.603 -6.053
H -4.657 4.932 -5.257
H -3.304 5.728 -3.337
H -1.693 4.219 -2.248
H -0.661 -4.218 -3.456
H -1.933 -5.666 -4.983
H -3.839 -4.756 -6.272
H -4.481 -2.377 -5.989
H -3.228 -0.939 -4.434
H 0.223 -2.351 -0.263
H 2.420 -3.311 0.240
H 4.030 -3.765 -1.593
H 3.407 -3.263 -3.936
H 1.214 -2.287 -4.450
S -0.882 3.538 0.853
C 0.188 3.221 2.120
N 0.098 2.221 3.000
C 1.262 2.147 3.887
C 2.162 3.289 3.370
N 1.275 3.978 2.424
H -0.472 1.392 2.783
H 1.754 1.181 3.797
H 0.959 2.297 4.924
H 3.040 2.882 2.868
H 2.466 3.963 4.169
H 1.633 4.568 1.693
*
```


Entry 4:
Molecular formula: C34H28BrGeN3O2Pt
Method: DFT, ωB97M-V/def2-TZVPD

Computed properties:
F_max: 0.55 eV/Å
Frontier orbital gap (alpha / beta): 0.22111 / 0.25022 hartree
Highest occupied orbital energy (alpha / beta): -9.622 / -11.080 eV
<S²>: 3.8641

Geometry as ORCA input:
```
! RIJCOSX wB97M-V def2-TZVPD def2/J DEFGRID3
* xyz 1 4
Pt -0.648 -0.313 -2.047
Br -7.721 3.172 3.665
C -6.114 2.292 4.102
C -5.910 0.988 3.668
C -4.711 0.358 3.945
C -3.702 1.042 4.642
C -3.949 2.336 5.120
C -5.147 2.962 4.841
N -2.446 0.517 4.862
N -2.123 -0.619 4.353
C -1.720 -0.830 3.101
C -1.521 -2.171 2.700
C -1.245 -2.513 1.393
C -1.152 -1.540 0.407
O -0.890 -1.862 -0.860
C -1.275 -0.178 0.779
N -1.079 0.742 -0.207
C -0.975 2.026 0.095
C -1.080 2.482 1.404
C -1.347 1.574 2.411
C -1.481 0.214 2.119
H -6.690 0.471 3.127
H -4.543 -0.664 3.632
H -3.177 2.839 5.688
H -5.339 3.964 5.200
H -1.627 -2.934 3.459
H -1.112 -3.547 1.104
H -0.798 2.712 -0.725
H -0.963 3.534 1.617
H -1.424 1.915 3.434
C -1.802 1.888 -3.729
O -0.540 1.194 -3.524
H -1.626 2.766 -4.345
H -2.245 2.172 -2.775
H -2.452 1.197 -4.256
H 0.152 1.827 -3.273
C 2.843 -4.167 -4.711
C 3.823 -3.568 -3.932
C 3.481 -2.564 -3.036
C 2.151 -2.156 -2.913
C 1.175 -2.768 -3.699
C 1.520 -3.768 -4.597
Ge 1.742 -0.743 -1.663
C 2.021 -1.199 0.181
C 1.832 -0.267 1.205
C 1.985 -0.641 2.532
C 2.333 -1.949 2.846
C 2.515 -2.884 1.837
C 2.349 -2.515 0.509
C 2.546 0.948 -2.156
C 2.436 1.403 -3.477
C 3.066 2.574 -3.878
C 3.823 3.298 -2.965
C 3.966 2.841 -1.664
C 3.331 1.673 -1.258
H 3.113 -4.949 -5.409
H 4.855 -3.882 -4.021
H 4.256 -2.100 -2.436
H 0.134 -2.476 -3.604
H 0.757 -4.240 -5.203
H 1.565 0.759 0.970
H 1.836 0.085 3.321
H 2.461 -2.239 3.881
H 2.785 -3.903 2.084
H 2.474 -3.254 -0.274
H 1.892 0.815 -4.209
H 2.990 2.907 -4.905
H 4.316 4.210 -3.275
H 4.586 3.387 -0.964
H 3.461 1.322 -0.242
*
```